1.
The following is a DFT calculation (ωB97M-V/def2-TZVPD) of C39H32Cl5I2N5O4Ti as an isolated structure in a non-equilibrium geometry.

Net charge   +2
Total energy   -5825.60820 hartree
HOMO energy   -12.4 eV
Lowest unoccupied orbital energy   -6.06 eV

Last column: Löwdin charge in e.
Geometry (Å):
O: -0.607 0.636 1.617  -0.2156
H: 4.369 -0.914 3.110  0.1246
C: 2.074 -2.053 -1.841  -0.1243
C: 4.143 -0.836 0.969  -0.1545
C: -0.196 -2.814 0.428  -0.2768
N: -0.915 -2.406 -1.825  0.0885
C: 0.574 3.180 0.337  -0.2823
H: 2.335 2.570 3.196  0.1499
C: -3.237 3.101 2.185  -0.6889
H: 1.033 -4.417 -5.650  0.0862
C: -1.088 -4.661 -0.959  -0.1930
H: -1.622 3.950 -3.210  0.1664
H: -0.426 6.366 -0.340  0.1382
H: 2.094 4.560 -4.153  0.1285
C: -0.482 -5.062 1.329  -0.2278
C: 1.434 -0.895 -2.325  -0.2790
H: -1.640 -2.054 -3.701  0.1168
C: 1.114 -0.854 -3.696  -0.1264
Cl: -5.240 4.096 0.659  0.7293
H: -2.348 -4.416 -4.108  0.1192
C: 1.605 -3.224 -3.937  -0.2461
O: 1.257 0.142 -1.567  -0.1888
C: 1.164 -2.039 -4.461  0.0172
H: 0.643 5.732 -2.529  0.1206
H: -0.143 5.558 -4.090  0.1381
C: 1.251 3.421 1.528  -0.1093
C: 2.127 -3.182 -2.631  0.0633
C: 0.880 0.383 -4.334  0.0368
C: -1.689 1.389 1.438  -0.4117
H: 0.767 0.386 -5.417  0.1596
C: 0.846 2.832 -4.494  -0.1178
Ti: 0.709 0.173 0.353  1.1029
H: 0.379 7.236 2.946  0.0926
H: 2.613 -4.074 -2.234  0.1486
Cl: -1.274 2.336 3.901  0.7758
N: 1.955 1.103 1.839  -0.0208
H: 1.978 -0.767 2.753  0.0319
Cl: -1.720 0.296 -0.969  0.8982
C: -2.144 2.274 2.415  -0.5856
H: 4.614 0.682 2.430  0.1178
C: 1.320 4.010 -3.622  -0.1196
C: 2.891 -1.946 -0.628  -0.0597
N: -0.903 4.299 -2.592  0.1346
Cl: -3.735 4.200 3.396  0.7430
C: 0.084 5.552 0.174  0.0455
C: 1.885 2.318 2.238  -0.0354
O: 0.583 2.012 -0.259  -0.1938
H: 0.962 1.542 -2.741  0.1144
C: 2.584 0.129 2.760  -0.1952
C: 1.624 -4.507 -4.736  -0.0239
C: -0.158 -3.694 1.482  -0.6171
H: 3.646 -2.727 -0.518  0.1442
C: 3.999 -0.215 2.362  -0.1419
I: 0.267 -3.076 3.421  1.0532
N: 2.910 -0.941 0.155  0.0240
C: -3.908 3.061 0.960  -0.7067
H: 1.866 7.524 2.049  0.0914
C: -0.895 -5.546 0.133  -0.6605
H: 0.306 7.932 1.326  0.0830
H: -1.961 -6.090 -2.327  0.0646
C: -0.047 4.243 -0.305  -0.1109
H: 2.584 0.515 3.773  0.1289
C: 0.827 7.205 1.950  -0.0250
Cl: -4.204 2.156 -1.583  0.7269
C: -0.736 -3.299 -0.814  -0.1477
C: 0.742 5.808 1.365  -0.2297
C: -1.667 -5.057 -2.190  -0.0332
H: -0.400 -5.716 2.186  0.0799
H: 1.780 3.629 -2.707  0.1228
C: -1.881 -4.140 -3.169  -0.0300
H: 1.499 2.733 -5.351  0.1291
C: -3.463 2.187 -0.024  -0.7108
H: 4.820 -0.218 0.388  0.1262
H: -0.155 3.014 -4.893  0.1264
H: -1.644 3.064 -1.201  0.0927
H: 1.216 -5.333 -4.149  0.0843
C: -1.480 -2.813 -2.935  -0.1305
C: -2.374 1.368 0.226  -0.5673
C: -0.913 3.846 -1.396  0.0392
C: 1.305 4.717 2.030  0.0568
H: 4.613 -1.815 1.047  0.1184
O: 0.246 -1.511 0.523  -0.2596
H: 1.806 4.888 2.983  0.1436
C: 0.233 5.016 -3.228  -0.1015
H: 2.645 -4.782 -5.018  0.0933
N: 0.847 1.552 -3.753  0.0889
I: -1.242 -7.592 -0.040  1.0028
H: 0.860 -1.996 -5.508  0.1398

2.
The following is a DFT calculation (ωB97M-V/def2-TZVPD) of IO4V2 as an isolated structure in a non-equilibrium geometry.

Net charge   +1
Total energy   -2486.26436 hartree
HOMO energy   -12.2 eV
Lowest unoccupied orbital energy   -8.42 eV

Last column: Löwdin charge in e.
Geometry (Å):
O: 31.472 -10.718 -14.215  -0.4285
V: 30.125 -10.172 -13.593  0.5841
O: 28.840 -10.714 -14.346  -0.3479
O: 33.395 -12.025 -12.830  -0.1806
I: 30.906 -7.905 -12.472  0.2182
O: 34.484 -12.463 -10.666  -0.1654
V: 34.701 -12.599 -12.198  1.3201

3.
The following is a DFT calculation (ωB97M-V/def2-TZVPD) of an isolated ion of composition C4H9NO4P and charge -1 in a non-equilibrium geometry.

Net charge   -1
Total energy   -854.92989 hartree
HOMO energy   -4.2 eV
Lowest unoccupied orbital energy   3.45 eV

Last column: Löwdin charge in e.
Geometry (Å):
H: -1.287 1.945 -0.231  0.1076
H: -2.064 0.711 2.064  0.0614
H: 1.417 -2.433 -2.004  0.0583
P: 2.064 -0.600 -1.033  0.2525
O: 3.269 -0.060 -0.410  -0.3447
H: -1.607 -0.843 1.271  0.1568
C: -1.542 -0.255 0.226  -0.2304
H: 0.846 1.841 0.309  0.0017
H: -0.342 -0.412 -1.586  0.1425
H: 0.532 -1.426 1.072  0.1126
O: -2.079 1.578 1.624  -0.0712
C: 0.637 -0.791 0.107  -0.2014
H: -2.479 -0.227 -0.290  0.0993
N: -0.565 -0.811 -0.587  -0.1491
C: -1.216 1.265 0.532  -0.3948
O: 1.415 0.009 -2.250  -0.3947
H: 0.445 1.428 1.864  0.0231
C: 0.254 1.307 0.884  0.0385
O: 2.303 -2.228 -1.561  -0.2679